Record 1
Computed, not measured: a structure of composition CH2OS2, with ωB97M-V with the def2-TZVPD basis set.

Geometry (Å):
C 0.141 0.337 -0.030
H -0.951 1.970 -0.094
H -2.328 0.322 0.627
O -0.010 1.628 -0.013
S -1.321 -0.627 -0.039
S 1.479 -0.456 0.024

2S+1: 1
orbital gap: 8.96 eV



Record 2
Computed, not measured: an isolated molecule of CH2P2, with ωB97M-V with the def2-TZVPD basis set.

Geometry (Å):
C 0.351 -0.004 0.015
P -1.189 -0.984 -0.034
P -1.207 1.082 -0.016
H 1.000 -0.093 0.867
H 1.045 0.000 -0.832

2S+1: 1
orbital gap: 7.95 eV



Record 3
Computed, not measured: a structure of composition CH2P2S3, with ωB97M-V with the def2-TZVPD basis set.

Geometry (Å):
C 0.130 0.137 -0.324
P 1.934 0.068 -1.151
P -0.378 1.795 -1.154
S 1.340 1.476 -2.593
S 3.316 0.379 0.158
S 0.313 3.316 -0.112
H -0.661 -0.502 -0.747
H 0.326 -0.029 0.688

2S+1: 1
orbital gap (alpha / beta): 5.66 / 6.96 eV



Record 4
Computed, not measured: a structure of composition CH2P2S3, with ωB97M-V with the def2-TZVPD basis set.

Geometry (Å):
C -0.884 0.231 -0.085
P 0.910 0.691 0.150
P -0.462 -1.338 -1.082
S 1.805 0.200 1.780
S 1.200 1.971 -1.229
S 0.188 -2.761 0.125
H -1.309 -0.072 0.864
H -1.448 1.078 -0.523

2S+1: 1
orbital gap: 6.77 eV



Record 5
Computed, not measured: an isolated molecule of CH2S2, with ωB97M-V with the def2-TZVPD basis set.

Geometry (Å):
S 2.902 0.254 -0.015
C 1.337 0.022 -0.064
S 0.346 -1.490 0.055
H 0.471 0.727 -0.227
H -0.795 -0.878 0.653

2S+1: 1
SMILES: S=CS
orbital gap: 8.64 eV



Record 6
Computed, not measured: a cluster of 15 separate species, CH34N3O14 in total, with ωB97M-V with the def2-TZVPD basis set.

Geometry (Å):
N 0.099 -0.666 -0.251
C -0.979 0.079 -0.259
N -1.773 0.013 0.827
N -1.437 0.766 -1.288
H 0.623 -0.955 -1.062
H 0.383 -1.071 0.628
H -1.503 -0.539 1.631
H -2.397 0.791 0.985
H -2.114 1.513 -1.188
H -0.941 0.899 -2.156
H 2.639 2.014 0.524
H 3.863 2.805 0.711
O 2.915 2.862 0.898
H -2.740 -2.896 1.033
H -3.232 -4.118 0.375
O -2.953 -3.816 1.244
H 0.237 -3.480 2.216
H -1.230 -3.297 1.689
O -0.311 -3.006 1.588
H -0.483 -0.573 4.395
H 0.416 -0.495 3.115
O -0.125 -1.084 3.664
H 0.285 3.463 0.829
H -0.536 3.565 1.927
O -0.134 2.820 1.469
H 1.973 1.274 2.493
H 0.873 1.289 1.538
O 1.374 0.653 2.081
H 1.930 3.228 -2.955
H 0.808 2.147 -3.249
O 0.988 3.056 -2.999
H -0.322 -4.005 -2.012
H -0.167 -3.156 -0.713
O -0.303 -3.114 -1.667
H 2.510 -1.135 1.883
H 2.804 -2.609 1.364
O 2.844 -1.680 1.167
H 1.494 -0.703 -3.677
H 1.661 -0.094 -2.395
O 1.085 -0.018 -3.137
H 3.586 -2.157 -1.644
H 2.996 -0.941 -0.769
O 3.239 -1.266 -1.633
H -4.449 2.333 -0.409
H -3.715 3.134 0.581
O -3.541 2.538 -0.156
H -3.326 -3.197 -1.989
H -2.708 -1.805 -1.967
O -3.016 -2.511 -1.391
H 0.727 4.083 -1.293
H 1.499 4.486 -0.134
O 0.585 4.574 -0.462

total charge: +1
2S+1: 1
orbital gap: 11.04 eV